Formula: C29H41ClCrN7O7Si2
Source: the Open Molecules 2025 dataset
Level of theory: ωB97M-V with the def2-TZVPD basis set

Cartesian coordinates (Å):
Cr1 0.445 0.005 -0.362
C1 1.895 2.868 -3.145
C2 1.426 2.278 -1.835
O1 1.000 1.088 -1.851
C3 1.501 3.093 -0.707
C4 1.116 2.720 0.585
C5 1.085 3.766 1.661
N1 0.787 1.476 0.887
N2 0.428 1.233 2.195
C6 0.100 -0.016 2.360
O2 0.161 -0.898 1.408
C7 -0.414 -0.434 3.673
C8 -0.674 -1.786 3.912
C9 -1.192 -2.206 5.125
C10 -1.476 -1.283 6.123
C11 -1.245 0.068 5.885
C12 -0.717 0.490 4.679
H1 1.989 2.081 -3.891
H2 2.856 3.367 -3.012
H3 1.158 3.601 -3.477
H4 1.793 4.122 -0.862
H5 1.638 4.652 1.352
H6 1.490 3.363 2.588
H7 0.042 4.035 1.836
H8 -0.446 -2.487 3.119
H9 -1.380 -3.260 5.296
H10 -1.877 -1.610 7.075
H11 -1.492 0.793 6.652
H12 -0.534 1.537 4.479
C13 -2.398 -3.390 -2.479
Si1 -1.462 -1.706 -2.686
C14 -0.917 -1.522 -4.506
C15 -2.902 -0.501 -2.496
N3 -0.095 -1.580 -1.635
C16 0.980 -2.435 -1.799
C17 0.960 -3.590 -2.593
C18 2.047 -4.452 -2.704
C19 3.201 -4.174 -1.999
C20 3.261 -3.022 -1.220
C21 2.193 -2.123 -1.112
N4 2.242 -0.941 -0.401
Si2 3.644 -0.516 0.494
C22 3.960 -1.805 1.879
C23 5.207 -0.312 -0.604
C24 3.693 1.120 1.450
H13 -3.087 -3.536 -3.317
H14 -2.994 -3.357 -1.565
H15 -1.758 -4.271 -2.420
H16 -1.704 -1.810 -5.207
H17 -0.024 -2.105 -4.734
H18 -0.683 -0.468 -4.674
H19 -3.432 -0.411 -3.447
H20 -2.535 0.488 -2.239
H21 -3.621 -0.814 -1.739
H22 0.065 -3.819 -3.152
H23 1.985 -5.330 -3.338
H24 4.060 -4.836 -2.053
H25 4.181 -2.816 -0.690
H26 4.140 -2.810 1.496
H27 3.061 -1.849 2.498
H28 4.801 -1.531 2.522
H29 5.529 -1.232 -1.093
H30 6.046 0.061 -0.010
H31 5.003 0.420 -1.389
H32 2.934 1.151 2.232
H33 3.535 1.973 0.790
H34 4.669 1.238 1.928
C25 -4.137 3.376 0.950
N5 -3.630 2.016 0.988
C26 -4.337 1.005 1.510
C27 -3.863 -0.260 1.470
C28 -2.649 -0.483 0.753
N6 -1.908 0.517 0.284
C29 -2.303 1.814 0.493
O3 -1.626 2.798 0.333
N7 -2.293 -1.759 0.494
H35 -5.222 3.368 1.047
H36 -3.843 3.812 -0.003
H37 -3.705 3.972 1.758
H38 -5.294 1.255 1.952
H39 -4.404 -1.087 1.903
H40 -2.565 -2.448 1.174
H41 -1.372 -1.868 0.068
O4 -1.026 4.629 -2.917
Cl1 -2.010 3.580 -2.972
O5 -3.164 3.962 -2.188
O6 -2.435 3.413 -4.345
O7 -1.463 2.349 -2.490

multiplicity = 4
M = 743.3 Da
HOMO-LUMO gap (spin up / spin down) = 5.3 / 5.4 eV
E_HOMO (spin up / spin down) = -0.0395 / -0.0460 Ha
LUMO energy (spin up / spin down) = 4.18 / 4.18 eV
calculated total energy = -4123.3555 a.u.
net charge = -2